Record 1
ORCA calculation (the ωB97M-V functional and the def2-TZVPD basis) on a 2-piece molecular cluster, C5H10O overall.

For the calculated total energy, the calculation gives -271.7030 a.u. Its SMILES is C=C/C=C/C.O. For the lowest unoccupied orbital energy, the calculation gives 0.84 eV.

Each line ends with the natural charge from an NBO analysis.
Atoms and positions in Å:
C: 1.918 -0.480 1.050  -0.659
H: 1.906 -1.225 0.254  0.229
H: -3.266 1.978 -0.480  0.195
O: 0.683 -1.753 -1.978  -0.946
H: -2.003 1.513 -1.658  0.189
H: -1.846 1.189 1.400  0.199
C: 0.554 0.142 1.208  -0.143
H: 0.189 0.349 -0.823  0.219
H: 0.662 -2.490 -2.600  0.473
H: 2.239 -0.996 1.958  0.211
H: 2.654 0.270 0.767  0.222
H: 0.253 0.359 2.229  0.190
C: -1.502 1.121 0.381  -0.209
C: -2.274 1.551 -0.608  -0.387
C: -0.219 0.460 0.177  -0.261
H: 0.052 -1.989 -1.278  0.476

Record 2
ORCA calculation (the ωB97M-V functional and the def2-TZVPD basis) on one molecule with the formula C5H10O.

For the calculated total energy, the calculation gives -271.6899 a.u. Its SMILES is C=CCCOC. For the lowest unoccupied orbital energy, the calculation gives 1.12 eV.

Each line ends with the natural charge from an NBO analysis.
Atoms and positions in Å:
O: 0.823 0.027 -0.994  -0.545
H: -0.852 0.196 -2.060  0.184
C: 1.698 -0.907 -0.408  -0.252
H: -2.469 0.087 -0.338  0.216
H: -1.275 2.167 0.323  0.198
H: 0.582 2.046 1.914  0.199
C: -0.928 1.204 0.697  -0.171
C: 0.076 1.155 1.563  -0.385
H: 2.521 -0.334 0.039  0.194
H: 1.232 -1.512 0.386  0.164
C: -1.440 -0.040 0.025  -0.478
H: -0.570 -1.444 -1.430  0.171
C: -0.514 -0.372 -1.185  -0.054
H: 2.114 -1.590 -1.167  0.170
H: 0.466 0.195 1.902  0.182
H: -1.463 -0.877 0.734  0.206

Record 3
ORCA calculation (the ωB97M-V functional and the def2-TZVPD basis) on one molecule with the formula C5H10O.

For the calculated total energy, the calculation gives -271.6923 a.u. Its SMILES is CC[C@@]1(C)CO1. For the lowest unoccupied orbital energy, the calculation gives 1.02 eV.

Each line ends with the natural charge from an NBO analysis.
Atoms and positions in Å:
H: -0.523 -1.505 1.088  0.208
C: -0.522 0.071 -0.409  0.214
H: 2.840 0.319 0.287  0.215
H: 1.057 1.303 -1.215  0.218
H: -2.008 -1.331 0.136  0.228
C: -0.913 -1.308 0.087  -0.634
H: 1.243 -0.429 -1.521  0.206
H: -1.910 0.641 1.086  0.171
H: -1.448 2.134 0.141  0.198
H: 1.660 -0.818 0.947  0.205
C: 1.777 0.174 0.496  -0.603
C: -1.429 1.056 0.186  -0.140
H: -0.595 -2.077 -0.620  0.216
O: -1.626 0.547 -1.161  -0.492
C: 0.924 0.309 -0.773  -0.416
H: 1.474 0.914 1.247  0.206

Record 4
ORCA calculation (the ωB97M-V functional and the def2-TZVPD basis) on one molecule with the formula C5H10O.

For the calculated total energy, the calculation gives -271.6428 a.u. Its SMILES is C[C@@H]1OC[C@@H]1C. For the lowest unoccupied orbital energy, the calculation gives 1.14 eV.

Each line ends with the natural charge from an NBO analysis.
Atoms and positions in Å:
C: -0.604 0.076 0.696  -0.277
H: -1.088 1.446 -1.019  0.202
C: 1.646 0.970 -0.320  -0.638
H: 1.116 1.488 -1.124  0.217
H: -0.392 -2.164 1.154  0.196
H: -0.676 -0.347 -1.228  0.289
H: -0.787 0.582 1.654  0.211
H: -2.408 0.359 -0.495  0.206
H: 1.411 -0.627 1.102  0.174
C: -0.793 -1.420 0.488  -0.076
O: 0.417 -1.304 -0.535  -0.553
C: -1.311 0.462 -0.612  -0.688
H: -1.833 -1.683 0.179  0.199
H: 2.610 0.622 -0.701  0.222
H: 1.849 1.707 0.473  0.220
C: 0.843 -0.167 0.288  0.097

Record 5
ORCA calculation (the ωB97M-V functional and the def2-TZVPD basis) on a 3-piece molecular cluster, C5H10O overall.

For the calculated total energy, the calculation gives -271.5834 a.u. Its SMILES is CC1C=C1.[H][H].C=O. For the lowest unoccupied orbital energy, the calculation gives 0.84 eV.

Each line ends with the natural charge from an NBO analysis.
Atoms and positions in Å:
C: -1.287 0.567 -0.911  -0.230
H: 0.142 2.181 0.297  0.225
H: -2.597 -0.381 0.527  0.207
H: 2.312 -1.270 -0.831  0.111
H: -2.124 -1.431 -0.815  0.207
C: -1.765 -0.649 -0.135  -0.631
H: 0.814 0.373 -2.202  0.221
H: 2.367 0.048 0.503  0.118
H: 0.931 0.101 2.349  0.023
H: -2.088 1.049 -1.484  0.173
O: 1.472 -1.711 0.956  -0.512
C: 0.110 0.693 -1.448  -0.207
C: -0.166 1.440 -0.426  -0.176
H: -0.965 -1.075 0.479  0.220
C: 2.056 -0.971 0.204  0.282
H: 0.927 0.840 2.446  -0.030

Record 6
ORCA calculation (the ωB97M-V functional and the def2-TZVPD basis) on one molecule with the formula C5H10O.

For the calculated total energy, the calculation gives -271.7524 a.u. Its SMILES is CC(=O)C(C)C. For the lowest unoccupied orbital energy, the calculation gives 0.99 eV.

Each line ends with the natural charge from an NBO analysis.
Atoms and positions in Å:
C: 0.519 1.464 -0.495  -0.596
O: 0.455 -1.565 -1.065  -0.551
H: -2.043 -1.714 -1.453  0.236
H: 1.340 1.173 -1.158  0.218
C: -0.336 -0.854 -0.479  0.611
H: -2.247 -1.446 0.297  0.235
H: 1.071 -0.974 1.936  0.211
C: 1.344 -0.162 1.255  -0.601
C: 0.148 0.286 0.416  -0.322
H: -2.318 -0.066 -0.802  0.225
H: -0.320 1.782 -1.121  0.208
H: 1.737 0.667 1.854  0.208
H: 2.139 -0.528 0.598  0.226
H: 0.842 2.323 0.099  0.213
C: -1.831 -1.031 -0.629  -0.722
H: -0.678 0.592 1.073  0.201

Record 7
ORCA calculation (the ωB97M-V functional and the def2-TZVPD basis) on a 2-piece molecular cluster, C5H10O overall.

For the calculated total energy, the calculation gives -271.5518 a.u. For the lowest unoccupied orbital energy, the calculation gives 0.87 eV.

Each line ends with the natural charge from an NBO analysis.
Atoms and positions in Å:
C: -1.164 1.600 0.255  -0.899
C: -0.164 -0.139 -0.481  -0.112
H: -1.375 0.104 -0.106  0.443
C: 2.163 -0.849 -0.011  0.452
H: -1.580 -1.434 -1.511  0.226
H: 0.088 0.375 -1.404  0.246
H: -1.153 -1.935 0.244  0.210
H: 2.948 -1.090 0.736  0.113
H: -2.156 1.812 -0.167  0.212
H: -0.456 2.349 -0.110  0.210
H: 1.231 0.827 0.882  0.248
C: -1.073 -1.230 -0.576  -0.731
H: 0.602 -0.714 1.452  0.236
O: 2.331 -1.083 -1.183  -0.508
C: 0.930 -0.176 0.555  -0.544
H: -1.206 1.613 1.350  0.200

Record 8
ORCA calculation (the ωB97M-V functional and the def2-TZVPD basis) on C5H10O as an isolated structure.

For the calculated total energy, the calculation gives -271.5990 a.u. For the lowest unoccupied orbital energy, the calculation gives 0.75 eV.

Each line ends with the natural charge from an NBO analysis.
Atoms and positions in Å:
H: 0.868 -0.960 0.250  0.207
C: -0.710 0.388 0.638  -0.004
C: -1.408 -0.485 1.611  -0.228
H: 0.020 -0.038 2.374  0.499
O: -0.191 0.827 1.927  -0.600
H: 2.078 0.430 -1.439  0.213
C: -0.411 -0.866 -1.470  -0.607
H: 0.798 1.648 -1.382  0.202
H: -0.993 -0.138 -2.048  0.202
H: -2.337 0.010 1.932  0.138
H: 0.295 -1.343 -2.158  0.216
H: -1.245 1.244 0.213  0.184
C: 1.309 0.874 -0.797  -0.608
H: -1.098 -1.637 -1.103  0.219
C: 0.322 -0.189 -0.311  -0.251
H: 1.812 1.364 0.044  0.217

Record 9
ORCA calculation (the ωB97M-V functional and the def2-TZVPD basis) on one molecule with the formula C5H10O.

For the calculated total energy, the calculation gives -271.7473 a.u. Its SMILES is OC1CCCC1. For the lowest unoccupied orbital energy, the calculation gives 0.97 eV.

Each line ends with the natural charge from an NBO analysis.
Atoms and positions in Å:
H: -0.402 2.171 0.272  0.225
H: 0.318 1.594 -1.246  0.203
C: -0.291 -1.088 -0.530  -0.431
C: 0.007 1.294 -0.238  -0.420
O: -1.787 0.243 0.879  -0.725
H: -0.109 -1.269 -1.596  0.206
H: -0.855 -1.951 -0.154  0.207
H: -1.751 0.432 -1.190  0.163
H: 1.061 -1.463 1.165  0.209
H: -2.449 -0.457 0.835  0.465
H: 2.143 1.009 0.194  0.207
C: 1.172 0.621 0.515  -0.408
C: 1.043 -0.897 0.228  -0.409
H: 1.878 -1.270 -0.375  0.205
C: -1.071 0.224 -0.349  0.094
H: 1.093 0.808 1.590  0.210

Record 10
ORCA calculation (the ωB97M-V functional and the def2-TZVPD basis) on one molecule with the formula C5H10O2.

For the calculated total energy, the calculation gives -346.9576 a.u. Its SMILES is COC[C@@H](C)C=O. For the lowest unoccupied orbital energy, the calculation gives 0.88 eV.

Each line ends with the natural charge from an NBO analysis.
Atoms and positions in Å:
H: 0.365 -0.191 1.295  0.165
C: 0.803 0.544 -1.636  0.449
H: -1.370 -0.121 0.933  0.168
H: 1.372 1.927 0.714  0.215
H: 0.590 2.988 -0.456  0.231
O: 1.768 1.192 -1.968  -0.526
H: -1.598 -2.584 0.928  0.167
H: -0.270 -3.454 0.108  0.197
C: -0.371 -0.224 0.474  -0.042
H: -0.284 2.499 1.015  0.208
O: -0.270 -1.455 -0.199  -0.544
C: -0.535 -2.543 0.649  -0.246
H: -1.074 1.178 -0.988  0.222
H: 0.513 -0.370 -2.187  0.129
C: 0.413 2.164 0.240  -0.606
C: -0.118 0.939 -0.495  -0.353
H: 0.063 -2.489 1.572  0.167

Record 11
ORCA calculation (the ωB97M-V functional and the def2-TZVPD basis) on one molecule with the formula C5H10O2.

For the calculated total energy, the calculation gives -346.9694 a.u. Its SMILES is CC(C)CC(=O)O. For the lowest unoccupied orbital energy, the calculation gives 0.78 eV.

Each line ends with the natural charge from an NBO analysis.
Atoms and positions in Å:
O: 0.447 1.345 2.370  -0.613
C: -0.577 -1.254 -1.501  -0.613
H: -0.450 -1.075 -2.573  0.214
H: -0.940 0.696 -0.542  0.215
C: -0.078 -0.059 -0.490  -0.219
H: 1.228 1.257 -1.829  0.221
H: 1.186 -0.564 1.178  0.233
C: 1.264 0.619 -0.850  -0.624
C: -0.361 0.755 1.687  0.798
C: 0.056 -0.557 0.969  -0.509
H: 1.634 1.127 0.025  0.224
H: -1.670 -1.469 -1.225  0.211
H: -1.707 1.854 2.162  0.497
H: -0.001 -2.252 -1.295  0.200
H: -0.468 -1.348 1.415  0.236
O: -1.623 1.136 1.541  -0.677
H: 2.060 -0.212 -1.043  0.204

Record 12
ORCA calculation (the ωB97M-V functional and the def2-TZVPD basis) on C5H10O2 as an isolated structure.

For the calculated total energy, the calculation gives -346.7505 a.u. For the lowest unoccupied orbital energy, the calculation gives 0.58 eV.

Each line ends with the natural charge from an NBO analysis.
Atoms and positions in Å:
H: 0.863 -0.555 2.138  0.163
H: 1.215 -2.114 -0.044  0.475
H: 2.602 0.396 0.152  0.197
H: -1.389 0.359 1.120  0.239
C: 1.530 0.203 0.079  -0.623
H: -2.228 0.028 -0.951  0.249
O: 0.172 1.776 -1.265  -0.739
H: -0.321 -0.302 -0.648  0.414
H: -1.059 -1.086 -1.716  0.290
C: -0.467 0.179 0.564  -0.173
H: -1.754 -1.556 -0.140  0.268
C: 0.501 1.274 0.036  0.043
O: 0.707 -2.042 0.781  -0.749
C: 0.757 -0.640 1.038  0.038
H: 0.522 2.143 0.732  0.147
H: -0.281 2.624 -1.161  0.462
C: -1.458 -0.715 -0.762  -0.702

Number 1: E_HOMO -8.50 eV, F_max 0.89 eV/A. Number 2: E_HOMO -9.47 eV, F_max 0.27 eV/A. Number 3: E_HOMO -9.85 eV, F_max 1.16 eV/A. Number 4: E_HOMO -9.37 eV, F_max 3.50 eV/A. Number 5: E_HOMO -9.57 eV, F_max 0.64 eV/A. Number 6: E_HOMO -9.53 eV, F_max 0.52 eV/A. Number 7: E_HOMO -7.08 eV, F_max 0.54 eV/A. Number 8: E_HOMO -8.89 eV, F_max 0.48 eV/A. Number 9: E_HOMO -10.15 eV, F_max 0.35 eV/A. Number 10: E_HOMO -9.59 eV, F_max 0.47 eV/A. Number 11: E_HOMO -10.06 eV, F_max 4.48 eV/A. Number 12: E_HOMO -6.79 eV, F_max 0.35 eV/A.